The following is a DFT calculation (wB97M-V/def2-TZVPD) of a single C3H7N3 molecule at a distorted geometry.

Each line ends with the natural charge from an NBO analysis.
Atoms and positions in Å:
C1 0.399 1.023 -0.508  -0.32
C2 0.276 -1.162 0.558  -0.44
N1 -0.413 -0.130 -0.207  -0.26
N2 -1.570 0.496 0.611  -0.72
C3 1.118 0.373 -1.621  0.28
N3 1.830 0.025 -2.454  -0.33
H1 -1.450 0.549 1.627  0.34
H2 -2.406 -0.032 0.377  0.36
H3 1.087 1.343 0.290  0.21
H4 -0.221 1.821 -0.920  0.26
H5 0.586 -0.790 1.545  0.17
H6 -0.395 -2.012 0.680  0.21
H7 1.159 -1.504 0.022  0.22

Results
Lowest unoccupied orbital energy (eV): 0.870
Energy above the lowest of the compared OMol25 structures with the same formula, charge and spin (kJ/mol): 205.6
HOMO (Ha): -0.3666
Charge: 0
SMILES string: CN(N)CC#N

---

The following is a DFT calculation (wB97M-V/def2-TZVPD) of 2 unconnected molecules or ions with the total composition C3H7N3 at a distorted geometry.

Each line ends with the natural charge from an NBO analysis.
Atoms and positions in Å:
C1 0.318 -0.994 0.618  0.51
C2 -1.562 0.738 0.875  -0.61
C3 -0.192 0.145 1.069  -0.51
N1 0.838 -2.088 0.510  -0.66
N2 1.814 -0.047 -1.510  -0.27
N3 0.601 -0.077 -1.499  -0.30
H1 -1.814 0.586 -0.135  0.20
H2 -1.360 1.870 1.001  0.20
H3 -2.385 0.490 1.546  0.21
H4 0.307 0.472 2.079  0.24
H5 2.250 0.665 -2.204  0.28
H6 1.178 -2.344 -0.394  0.39
H7 0.007 0.585 -1.955  0.32

Results
Lowest unoccupied orbital energy (eV): 0.591
Energy above the lowest of the compared OMol25 structures with the same formula, charge and spin (kJ/mol): 439.0
HOMO (Ha): -0.2819
Charge: 0
SMILES string: [H]/N=N\[H].CC=C=N

---

The following is a DFT calculation (wB97M-V/def2-TZVPD) of a single C3H7N3 molecule at a distorted geometry.

Each line ends with the natural charge from an NBO analysis.
Atoms and positions in Å:
C1 -0.466 -1.360 -0.248  -0.66
C2 0.839 -0.225 0.159  0.17
N1 -1.514 2.100 0.296  -0.60
C3 2.110 -0.608 0.070  -0.45
N2 0.333 1.004 0.258  -0.32
N3 -0.893 0.956 0.625  0.05
H1 -2.517 2.059 0.416  0.38
H2 -1.173 2.541 -0.552  0.37
H3 -0.594 -1.242 -1.324  0.21
H4 -1.415 -1.371 0.286  0.22
H5 -0.003 -2.325 -0.044  0.20
H6 2.396 -1.649 0.168  0.21
H7 2.896 0.120 -0.108  0.21

Results
Lowest unoccupied orbital energy (eV): 0.335
Energy above the lowest of the compared OMol25 structures with the same formula, charge and spin (kJ/mol): 336.5
HOMO (Ha): -0.3055
Charge: 0
SMILES string: C=C(C)/N=N/N

---

The following is a DFT calculation (wB97M-V/def2-TZVPD) of a single C3H7N3 molecule at a distorted geometry.

Each line ends with the natural charge from an NBO analysis.
Atoms and positions in Å:
C1 -1.432 -0.378 -0.188  -0.44
C2 0.824 0.361 -1.144  0.28
C3 0.456 0.290 1.219  0.30
H1 -1.738 -0.311 -1.293  0.24
H2 -1.419 -1.470 0.162  0.21
H3 -2.121 0.185 0.554  0.23
H4 1.736 0.734 -0.706  0.17
H5 1.424 -0.177 -2.931  0.34
H6 1.576 0.573 1.261  0.14
H7 0.355 0.151 3.179  0.37
N1 -0.097 0.223 -0.117  -0.45
N2 0.578 -0.302 -2.319  -0.70
N3 -0.141 0.121 2.323  -0.70

Results
Lowest unoccupied orbital energy (eV): 0.865
Energy above the lowest of the compared OMol25 structures with the same formula, charge and spin (kJ/mol): 136.8
HOMO (Ha): -0.3306
Charge: 0
SMILES string: [H]/N=C/N(C)/C=N/[H]

---

The following is a DFT calculation (wB97M-V/def2-TZVPD) of a single C3H7N3 molecule at a distorted geometry.

Each line ends with the natural charge from an NBO analysis.
Atoms and positions in Å:
C1 -1.634 -0.397 0.085  0.18
C2 1.341 -1.234 -0.047  -0.59
C3 -0.468 0.446 0.255  -0.19
N1 -2.546 -1.055 -0.143  -0.31
N2 -0.726 1.819 -0.128  -0.79
N3 0.681 -0.009 -0.565  -0.17
H1 0.820 -2.261 -0.023  0.25
H2 2.146 -1.399 -0.694  0.23
H3 1.537 -1.035 1.004  0.24
H4 -0.095 0.564 1.389  0.17
H5 -1.107 1.816 -1.094  0.37
H6 -1.451 2.135 0.480  0.37
H7 1.500 0.609 -0.518  0.23

Results
Lowest unoccupied orbital energy (spin up / spin down) (eV): 0.917 / -4.187
2S+1: 3
Energy above the lowest of the compared OMol25 structures with the same formula, charge and spin (kJ/mol): 283.7
HOMO (spin up / spin down) (Ha): -0.1333 / -0.4018
Charge: 0

---

The following is a DFT calculation (wB97M-V/def2-TZVPD) of 2 unconnected molecules or ions with the total composition C3H7N3 at a distorted geometry.

Each line ends with the natural charge from an NBO analysis.
Atoms and positions in Å:
C1 1.991 -0.282 1.206  0.54
C2 1.481 1.084 -0.755  0.24
C3 -1.705 -1.080 0.657  0.14
N1 1.854 0.574 0.445  -0.22
N2 0.385 0.676 -1.168  -0.57
N3 -1.682 -0.123 -0.205  -0.54
H1 2.236 -0.968 2.000  0.33
H2 2.230 1.806 -1.217  0.28
H3 -1.855 -2.087 0.392  0.24
H4 -1.518 -0.943 1.732  0.23
H5 -0.021 0.919 -2.109  0.43
H6 -1.811 -0.333 -1.195  0.46
H7 -1.585 0.757 0.217  0.44

Results
Lowest unoccupied orbital energy (eV): -10.096
Energy above the lowest of the compared OMol25 structures with the same formula, charge and spin (kJ/mol): 283.6
HOMO (Ha): -0.7387
Charge: +2